[1]
Entry from OMol25: a cluster of 2 separate species, C10H16O in total (the ωB97M-V functional and the def2-TZVPD basis).

- charge = +1
- HOMO energy (alpha / beta) (eV) = -13.89 / -14.21
- 2S+1 = 2
- <S²> = 0.77
- HOMO-LUMO gap (alpha / beta) (eV) = 10.0 / 6.8

```
27
Properties=species:S:1:pos:R:3:forces:R:3
C 2.8247 0.5719 -0.7495 -0.1 0.3 -0.5
C 3.5916 0.6830 -2.0590 0.2 -1.2 -0.5
H 3.1208 1.3558 -0.0718 0.1 0.2 0.4
H 1.7675 0.7242 -0.9839 -0.1 -0.1 0.2
H 2.9541 -0.3950 -0.2653 0.0 0.0 0.0
H 3.6261 1.6865 -2.4738 0.0 0.0 0.1
H 4.5958 0.2608 -2.0158 0.2 0.5 0.4
H 3.1457 0.0050 -2.7937 -0.3 0.3 -0.1
C -0.4311 1.3434 1.2105 -0.7 1.1 0.0
C -1.5662 2.4159 1.2260 -0.6 -1.0 0.2
C -1.0543 0.0141 0.9254 1.3 1.4 -0.3
C -1.8915 -0.0441 -0.2425 1.0 -1.8 0.8
C -0.5946 -1.1302 1.6102 0.4 -0.7 -0.8
C -2.1356 -1.2989 -0.7296 -1.9 1.4 -0.4
C -0.9156 -2.3666 1.1306 -0.9 0.6 0.7
C -1.8102 -2.4430 0.0153 1.4 -0.9 0.2
O -2.1004 -3.6807 -0.3150 -0.2 0.1 -0.7
H 0.2565 1.5705 0.3919 0.1 -0.1 -0.1
H 0.1785 1.4261 2.1084 -0.2 -0.5 0.1
H -1.8056 2.8081 0.2422 0.3 0.3 0.0
H -2.1961 0.8422 -0.7720 -0.1 0.1 0.1
H 0.2024 -1.0338 2.3353 -0.3 0.2 0.3
H -2.8247 -1.3133 -1.5701 0.3 -0.6 -0.2
H -0.5940 -3.2858 1.6006 0.1 0.0 -0.1
H -2.4058 -3.7787 -1.2367 -0.3 0.1 0.3
H -1.4736 3.2001 1.9706 0.4 0.1 -0.2
H -2.4643 1.8622 1.5116 -0.2 0.3 0.2
```
Forces are in eV/Å.

[2]
Entry from OMol25: a structure of composition C28H35N8SV (the ωB97M-V functional and the def2-TZVPD basis).

- charge = +1
- HOMO energy (alpha / beta) (eV) = -8.97 / -10.56
- 2S+1 = 4
- <S²> = 3.79
- HOMO-LUMO gap (alpha / beta) (eV) = 5.8 / 7.0

```
73
Properties=species:S:1:pos:R:3:forces:R:3
V 0.0417 -0.3654 -0.6305 0.8 0.3 4.0
N -1.1297 -1.5072 1.9166 -0.2 0.1 0.1
C -1.6090 -0.5445 2.9052 0.0 0.1 -0.2
C -2.1779 0.6795 2.1968 0.1 -0.1 0.1
N -1.1870 1.4149 1.3955 0.1 -0.1 0.1
C -0.5341 2.5168 2.1240 0.1 -0.1 0.1
C 0.6762 2.1542 2.9814 -0.1 -0.1 -0.2
N 1.8169 1.7221 2.1664 0.0 -0.1 0.0
H -0.5119 -2.1793 2.3574 0.0 0.0 -0.1
H -1.9188 -2.0236 1.5444 0.0 -0.1 0.0
H -2.3854 -0.9546 3.5603 0.0 0.0 0.0
H -0.7716 -0.2574 3.5377 0.0 0.0 0.0
H -2.9648 0.3349 1.5192 0.0 0.0 0.0
H -2.6458 1.3350 2.9423 0.0 0.0 0.0
H -1.6990 1.8582 0.6447 0.0 0.0 -0.1
H -0.2072 3.2511 1.3811 0.0 0.0 0.0
H -1.2561 3.0198 2.7800 0.0 0.0 0.0
H 0.9103 3.0327 3.5920 0.0 0.0 0.0
H 0.4270 1.3461 3.6674 0.0 0.0 0.1
H 2.0444 2.4525 1.4981 0.0 0.0 0.0
H 2.6353 1.6183 2.7583 0.0 0.0 0.0
C -0.4409 -3.6689 -0.5053 0.0 0.1 0.0
C -1.6540 -2.9000 -0.9271 0.1 -0.1 0.1
C -2.8295 -3.5687 -1.2413 -0.2 0.0 -0.1
C -3.9445 -2.8581 -1.6561 0.2 0.0 0.1
C -3.8410 -1.4869 -1.7865 0.1 0.2 0.0
C -2.6350 -0.8738 -1.4750 -0.1 -0.4 0.0
N -1.5680 -1.5604 -1.0037 -1.4 -0.7 -0.3
C -2.3667 0.5449 -1.7019 0.0 0.2 -0.1
C -3.2832 1.4799 -2.1496 0.1 0.0 0.0
C -2.8620 2.7856 -2.3618 0.0 -0.1 0.0
C -1.5387 3.1194 -2.1139 0.1 -0.1 0.1
C -0.6557 2.1489 -1.6601 -0.4 0.1 -0.2
N -1.0697 0.8720 -1.4694 -1.4 1.7 -1.0
C 0.7683 2.3853 -1.4031 0.5 0.2 0.1
C 1.3387 3.6423 -1.5873 -0.2 -0.1 0.0
C 2.7041 3.7877 -1.4640 0.1 -0.2 0.0
C 3.4608 2.6563 -1.2161 -0.1 0.2 0.0
C 2.8376 1.4285 -1.0205 0.2 -0.1 0.0
C 3.7148 0.2258 -0.8184 0.0 0.0 0.0
N 1.4984 1.3032 -1.0426 -0.1 0.4 0.0
H 0.2096 -3.8203 -1.3700 0.0 0.0 0.0
H -0.7229 -4.6452 -0.1155 0.0 0.0 0.0
H 0.1206 -3.1215 0.2487 0.0 0.0 0.0
H -2.8632 -4.6462 -1.1604 0.0 0.0 0.0
H -4.8687 -3.3668 -1.8938 0.0 0.0 0.0
H -4.6754 -0.8990 -2.1391 0.0 0.0 0.0
H -4.3094 1.2006 -2.3365 0.0 0.0 0.0
H -3.5542 3.5333 -2.7221 0.0 0.0 0.0
H -1.2051 4.1313 -2.2833 0.0 0.0 0.0
H 0.7255 4.4924 -1.8433 0.0 0.0 0.0
H 3.1727 4.7529 -1.6000 0.0 0.0 0.0
H 4.5394 2.7148 -1.1775 0.0 0.0 0.0
H 4.7230 0.4542 -1.1563 0.0 0.0 0.0
H 3.3477 -0.6190 -1.4018 0.0 0.0 0.0
H 3.7811 -0.0534 0.2334 0.0 0.0 0.0
S 1.9155 -2.3881 -4.2923 0.2 -0.2 -0.3
C 1.2928 -1.6888 -3.0128 -0.2 0.2 0.5
N 0.8452 -1.1743 -2.0418 1.7 -1.7 -2.8
N 1.6146 -1.2034 0.9205 0.0 0.3 -0.4
C 2.1891 -2.0908 1.8571 -0.2 -0.2 0.2
C 2.5856 -3.3699 1.4713 0.0 0.1 -0.1
C 3.1175 -4.2443 2.4056 0.0 0.0 0.0
C 3.2602 -3.8593 3.7313 0.0 0.0 0.0
C 2.8707 -2.5857 4.1168 0.0 -0.1 0.0
C 2.3405 -1.7050 3.1872 -0.2 0.1 0.0
H 1.6535 -0.2273 1.2384 0.3 -0.1 0.1
H 2.0455 -1.3195 0.0112 0.4 0.0 0.1
H 2.4905 -3.6727 0.4343 0.0 0.0 0.0
H 3.4263 -5.2340 2.0956 0.0 0.0 0.0
H 3.6715 -4.5469 4.4576 0.0 0.0 0.0
H 2.9920 -2.2723 5.1456 0.0 0.0 0.0
H 2.0336 -0.7093 3.4878 0.0 0.0 0.0
```
Forces are in eV/Å.

[3]
Entry from OMol25: a structure of composition C3H5CaO3 (the ωB97M-V functional and the def2-TZVPD basis).

- charge = 0
- HOMO energy (alpha / beta) (eV) = -5.91 / -9.41
- 2S+1 = 2
- <S²> = 0.75
- HOMO-LUMO gap (alpha / beta) (eV) = 5.8 / 9.2

```
12
Properties=species:S:1:pos:R:3:forces:R:3
H -5.0129 -0.9882 0.1158 0.9 0.1 -0.2
O -1.1667 -0.9859 -0.8999 0.4 0.5 0.2
C -1.0868 0.1293 -0.3848 -0.7 -1.3 -0.2
C -3.9417 -0.9047 -0.2358 -1.9 -0.5 0.7
O -0.0413 0.8545 -0.2921 0.9 0.6 -0.5
O -2.1690 0.7208 0.1547 0.0 0.7 0.7
C -3.1471 -0.1105 0.7834 0.0 -0.1 -0.4
Ca 1.5819 1.0376 -1.6536 -0.3 -0.2 0.2
H -3.5940 -1.9431 -0.2963 0.1 0.5 -0.6
H -4.0073 -0.3698 -1.1922 0.4 -0.4 0.2
H -2.6417 -0.7726 1.4978 -0.1 0.1 -0.1
H -3.7935 0.5857 1.3298 0.3 -0.1 -0.1
```
Forces are in eV/Å.

[4]
Entry from OMol25: a structure of composition C39H33F6IN3O4P2PtS2 (the ωB97M-V functional and the def2-TZVPD basis).

- charge = +1
- HOMO energy (eV) = -10.69
- HOMO-LUMO gap (eV) = 6.6

```
91
Properties=species:S:1:pos:R:3:forces:R:3
Pt -0.8655 -0.1135 0.9642 2.1 1.8 -1.6
F -0.8393 0.2555 6.1656 0.0 0.1 0.1
C -1.1647 -0.9269 5.6646 0.1 -0.2 0.0
F -2.3417 -1.3066 6.1284 0.0 0.0 0.1
F -0.2404 -1.8199 5.9832 0.0 0.0 0.1
S -1.2353 -0.7380 3.8468 -0.6 -0.1 0.0
O -2.2122 0.2777 3.5517 0.1 -0.1 0.2
O 0.1265 -0.4046 3.4448 -0.3 0.1 -0.5
N -1.6639 -2.2021 3.4421 0.1 0.3 -0.3
S -2.0177 -2.5029 1.9376 0.2 0.0 -0.2
O -0.8722 -2.7765 1.0924 -0.5 -0.6 0.5
O -2.9925 -1.5858 1.3379 0.4 -0.2 0.3
C -2.8639 -4.1136 2.1505 0.0 0.1 0.2
F -1.9589 -5.0484 2.3892 0.0 -0.1 0.0
F -3.5048 -4.3889 1.0219 -0.1 -0.1 -0.1
F -3.7262 -4.0523 3.1494 -0.1 -0.1 0.0
C 2.0540 -0.6048 -0.7537 0.1 0.2 0.0
N 1.7345 0.3268 -1.8025 0.1 0.0 -0.2
C 0.3907 0.3840 -2.3360 0.2 0.2 0.1
P -1.0103 -0.2719 -1.3609 0.5 -0.2 0.9
C -1.1939 -1.9975 -1.8178 -0.2 -0.1 0.2
C -0.1553 -2.7254 -2.3878 0.1 0.0 -0.1
C -0.3240 -4.0750 -2.6613 0.0 0.0 0.0
C -1.5355 -4.6927 -2.3905 0.0 0.0 0.0
C -2.5832 -3.9643 -1.8388 0.0 0.0 0.0
C -2.4059 -2.6280 -1.5248 0.0 0.0 -0.1
C -2.3337 0.6335 -2.1974 -0.3 0.1 0.4
C -3.1802 0.0212 -3.1200 0.0 0.0 0.0
C -4.1515 0.7720 -3.7698 0.0 0.0 0.0
C -4.2845 2.1266 -3.5035 0.0 0.0 0.0
C -3.4407 2.7417 -2.5867 0.0 0.0 -0.1
C -2.4688 2.0010 -1.9383 0.1 0.0 -0.2
C 2.7450 0.6170 -2.7749 -0.1 -0.1 0.0
C 3.6347 -0.3577 -3.2167 0.0 0.0 0.0
C 4.6143 -0.0383 -4.1510 -0.1 0.0 0.0
C 4.7056 1.2508 -4.6557 0.0 0.0 0.0
C 3.8041 2.2192 -4.2309 0.0 0.0 0.0
C 2.8275 1.9052 -3.2961 0.0 0.1 0.0
P 1.4608 -0.0292 0.8743 -0.7 -0.6 -0.5
C 2.3931 -1.1381 1.9497 -0.2 -0.1 0.2
C 3.3763 -0.6546 2.8064 0.1 0.0 0.0
C 4.0863 -1.5392 3.6073 0.0 0.0 0.0
C 3.8113 -2.8983 3.5608 0.0 0.0 0.0
C 2.8231 -3.3810 2.7108 0.0 0.0 -0.1
C 2.1106 -2.5049 1.9048 0.1 0.0 0.0
C 2.0983 1.6306 1.1483 -0.3 0.2 0.2
C 3.0203 2.2436 0.3031 0.1 0.0 0.0
C 3.5066 3.5073 0.6157 0.0 0.0 0.0
C 3.0782 4.1601 1.7633 0.0 0.0 0.0
C 2.1415 3.5605 2.5978 0.0 0.0 0.0
C 1.6476 2.3011 2.2911 0.1 0.0 0.0
H 3.1352 -0.6977 -0.6781 0.1 0.0 0.0
H 1.6413 -1.6124 -0.8762 0.1 -0.1 0.0
H 0.3128 -0.1187 -3.3078 -0.1 0.0 -0.1
H 0.1198 1.4240 -2.5071 -0.1 0.1 -0.1
H 0.7865 -2.2490 -2.6341 -0.1 0.0 -0.1
H 0.4890 -4.6416 -3.0980 0.0 0.0 0.0
H -1.6659 -5.7468 -2.6054 0.0 0.1 0.0
H -3.5390 -4.4382 -1.6544 0.1 0.0 0.1
H -3.2043 -2.0726 -1.0468 0.0 -0.1 -0.1
H -3.0804 -1.0313 -3.3449 0.0 0.0 0.0
H -4.8017 0.2914 -4.4896 0.0 0.0 0.0
H -5.0410 2.7081 -4.0179 0.0 0.0 0.1
H -3.5408 3.8000 -2.3806 0.0 0.0 0.0
H -1.8039 2.4865 -1.2361 0.0 0.0 -0.1
H 3.5588 -1.3745 -2.8429 0.0 0.1 0.0
H 5.2976 -0.8065 -4.4928 0.0 0.0 0.0
H 5.4742 1.5003 -5.3770 -0.1 0.0 0.0
H 3.8652 3.2266 -4.6250 0.0 0.0 0.0
H 2.1317 2.6664 -2.9551 0.1 -0.1 0.0
H 3.5974 0.4049 2.8482 0.0 0.0 0.0
H 4.8493 -1.1628 4.2768 0.0 0.0 0.0
H 4.3690 -3.5840 4.1868 0.0 0.0 0.0
H 2.5957 -4.4405 2.6839 0.0 0.1 0.0
H 1.3195 -2.8785 1.2688 0.0 0.0 0.0
H 3.3667 1.7482 -0.5937 0.0 0.0 0.1
H 4.2326 3.9759 -0.0386 0.0 0.0 0.0
H 3.4850 5.1325 2.0164 -0.1 0.0 0.0
H 1.8014 4.0699 3.4920 0.0 0.0 0.0
H 0.9273 1.8198 2.9458 0.1 0.1 0.0
I -6.3382 2.4307 0.3630 0.0 0.0 0.0
C -4.3369 2.7747 0.7965 0.0 -0.1 -0.1
C -3.8478 4.0565 0.9811 0.0 0.1 0.0
C -2.4920 4.2165 1.2251 0.0 0.1 0.0
C -1.6724 3.1027 1.2439 0.0 -0.2 0.0
N -2.1425 1.8680 1.0519 -1.2 -0.3 0.4
C -3.4629 1.7013 0.8552 0.4 0.3 0.3
H -4.5086 4.9134 0.9352 0.0 0.0 0.0
H -2.0709 5.2010 1.3901 0.0 -0.1 0.0
H -0.6064 3.1948 1.4057 0.0 0.0 0.0
H -3.8245 0.6865 0.7466 0.1 0.0 0.0
```
Forces are in eV/Å.

One value per record, in order, for ΔE to the lowest compared entry with this formula, charge and spin: 16.5; 42.7; 0.0; 49.0 kcal/mol.
One value per record, in order, for E_tot: -12668.465; -78045.595; -27773.033; -121533.138 eV.